No. 1
{"formula": "C5H7NO", "method": "ωB97M-V/def2-TZVPD", "symbols": ["O", "C", "C", "C", "C", "C", "N", "H", "H", "H", "H", "H", "H", "H"], "xyz": [[0.976, 1.273, -1.212], [-0.246, 0.934, -0.590], [-0.849, -0.432, -0.828], [-0.392, -1.226, 0.326], [1.038, -0.350, 1.097], [0.020, 0.575, 0.874], [-1.674, -0.685, 0.367], [0.792, 1.434, -2.146], [-0.985, 1.743, -0.675], [-1.089, -0.845, -1.810], [-0.091, -2.268, 0.451], [1.809, -0.482, 0.348], [1.243, -0.678, 2.111], [-0.552, 1.008, 1.687]], "atomic_forces_ev_per_a": [[0.0, 0.0, -0.3], [-0.3, -0.1, 0.3], [0.0, 0.0, -0.3], [-0.2, -0.3, 0.0], [0.0, 0.2, 0.1], [0.3, 0.1, 0.2], [0.0, -0.1, 0.0], [0.1, 0.0, 0.1], [0.1, -0.1, 0.0], [0.0, 0.1, 0.2], [0.0, 0.2, 0.0], [-0.1, 0.0, 0.1], [-0.1, 0.1, -0.1], [0.1, -0.1, -0.1]], "mulliken_charge": [-0.5504, 0.2684, -0.3645, -0.1024, -0.7976, -0.0695, -0.8034, 0.3264, 0.3518, 0.3908, 0.4532, 0.2612, 0.3343, 0.3019], "spin_multiplicity": 1, "fmax_ev_per_a": 0.4, "orbital_gap_ev": 7.41}



No. 2
{"formula": "C5H7NO", "method": "ωB97M-V/def2-TZVPD", "symbols": ["O", "C", "C", "C", "C", "C", "N", "H", "H", "H", "H", "H", "H", "H"], "xyz": [[-0.576, 0.946, 2.181], [-0.860, 0.265, 1.037], [-0.231, -0.974, 0.575], [0.173, -1.004, -0.860], [0.108, 0.351, -1.529], [0.598, 0.834, -0.182], [1.126, -0.535, 0.177], [-1.942, 0.207, 1.113], [-0.395, -1.928, 1.060], [0.302, -1.970, -1.341], [-0.840, 0.730, -1.919], [0.868, 0.396, -2.316], [0.378, 0.990, 2.074], [1.291, 1.691, -0.073]], "atomic_forces_ev_per_a": [[1.3, -0.6, 0.6], [0.0, 1.4, -1.9], [0.6, -0.6, 0.4], [-0.1, -0.4, -0.2], [-0.2, -0.1, -0.2], [-1.5, -0.1, 0.6], [0.3, -0.3, 0.1], [-0.4, 0.4, -1.3], [0.2, -0.2, 0.1], [0.0, 0.1, 0.1], [0.1, 0.0, 0.1], [0.0, 0.0, 0.2], [0.6, 0.6, 1.1], [-0.8, -0.3, 0.3]], "mulliken_charge": [-0.5008, -0.2673, 0.0304, -0.1447, -0.6596, -0.2726, -0.5856, 0.3670, 0.4190, 0.3832, 0.2761, 0.2807, 0.3599, 0.3143], "spin_multiplicity": 1, "fmax_ev_per_a": 2.4, "orbital_gap_ev": 9.77}



No. 3
{"formula": "C5H7NO", "method": "ωB97M-V/def2-TZVPD", "symbols": ["C", "C", "C", "N", "C", "C", "O", "H", "H", "H", "H", "H", "H", "H"], "xyz": [[1.524, 0.059, 1.099], [0.188, -0.281, 0.602], [-0.216, -0.172, -0.687], [0.586, -0.296, -1.836], [-1.554, 0.298, -0.603], [-1.884, 0.362, 0.714], [-0.839, -0.009, 1.469], [2.258, -0.354, 0.410], [1.738, 1.147, 1.182], [1.555, -0.393, 2.078], [0.107, -0.770, -2.590], [1.446, -0.804, -1.663], [-2.144, 0.568, -1.448], [-2.765, 0.645, 1.273]], "atomic_forces_ev_per_a": [[0.5, -0.5, 0.3], [0.3, 0.9, -0.4], [-0.2, 0.0, 0.3], [-0.1, -0.1, 0.0], [-0.5, -0.2, -0.2], [-0.2, 0.0, -0.2], [0.2, 0.4, -0.1], [0.3, -0.1, 0.4], [-0.5, -0.5, -0.1], [0.9, -0.1, 0.4], [-0.1, 0.1, 0.0], [-0.1, 0.2, 0.1], [-0.5, 0.1, -0.2], [0.0, -0.1, -0.3]], "mulliken_charge": [-1.0512, 0.2229, 0.6622, -0.5747, -0.5720, -0.5329, -0.3765, 0.3151, 0.2426, 0.3106, 0.2677, 0.2406, 0.4125, 0.4331], "smiles": "Cc1occc1N", "spin_multiplicity": 1, "fmax_ev_per_a": 1.0, "orbital_gap_ev": 8.83}



No. 4
{"formula": "C5H7NO", "method": "ωB97M-V/def2-TZVPD", "symbols": ["C", "C", "C", "O", "C", "N", "C", "H", "H", "H", "H", "H", "H", "H"], "xyz": [[-1.290, -0.562, 0.405], [-0.701, 0.460, -0.523], [0.374, 1.409, -0.026], [1.375, 0.775, 0.820], [1.643, -0.548, 0.519], [0.985, -1.330, -0.211], [-0.287, -0.961, -0.652], [-0.974, -0.555, 1.448], [-2.319, -0.861, 0.241], [-1.332, 0.854, -1.311], [-0.063, 2.217, 0.574], [0.877, 1.856, -0.892], [2.326, -1.167, 1.074], [-0.613, -1.586, -1.467]], "atomic_forces_ev_per_a": [[-0.2, 0.0, 0.0], [0.0, 0.3, 0.0], [0.0, -0.1, 0.0], [-0.1, -1.1, -0.2], [-0.8, -0.1, 0.0], [0.1, -0.5, 0.2], [-0.4, 0.0, -0.5], [0.0, -0.1, -0.3], [0.1, 0.1, 0.0], [0.0, 0.2, 0.1], [0.2, -0.2, 0.0], [0.1, -0.1, 0.2], [1.4, 1.4, 0.7], [-0.4, 0.2, -0.2]], "mulliken_charge": [-0.6686, -0.1517, -0.5028, -0.3751, -0.0095, -0.5539, -0.0136, 0.2233, 0.2682, 0.3684, 0.3015, 0.3093, 0.3968, 0.4078], "smiles": "C1=N[C@H]2C[C@H]2CO1", "spin_multiplicity": 1, "fmax_ev_per_a": 2.1, "orbital_gap_ev": 9.88}



No. 5
{"formula": "C5H7NO", "method": "ωB97M-V/def2-TZVPD", "symbols": ["C", "C", "C", "N", "C", "O", "C", "H", "H", "H", "H", "H", "H", "H"], "xyz": [[1.092, 0.304, 1.649], [0.136, 0.343, 0.480], [-0.912, -0.709, 0.419], [-1.647, -0.880, -0.606], [0.196, -1.056, -2.820], [-0.363, -0.464, -3.613], [0.213, 1.265, -0.483], [2.067, -0.096, 1.349], [0.716, -0.332, 2.458], [1.257, 1.304, 2.062], [-0.998, -1.335, 1.319], [-2.301, -1.648, -0.456], [-0.498, 1.267, -1.304], [0.984, 2.032, -0.475]], "atomic_forces_ev_per_a": [[0.0, 0.0, 0.1], [0.1, 0.2, -0.2], [-0.1, 0.0, -0.2], [0.1, -0.1, 0.4], [-0.6, 0.6, -1.0], [0.7, -0.7, 0.9], [0.0, -0.1, 0.1], [-0.1, 0.0, 0.0], [0.0, 0.1, -0.1], [0.0, -0.1, -0.1], [0.0, 0.1, -0.1], [0.0, 0.1, 0.0], [0.1, 0.0, 0.1], [-0.1, -0.1, 0.1]], "mulliken_charge": [-1.2155, 0.8434, -0.1762, -0.5516, 0.1305, -0.1569, -1.0118, 0.2645, 0.3514, 0.3288, 0.3068, 0.2195, 0.3933, 0.2737], "spin_multiplicity": 1, "fmax_ev_per_a": 1.3, "orbital_gap_ev": 9.99}



No. 6
{"formula": "C5H7NO", "method": "ωB97M-V/def2-TZVPD", "symbols": ["C", "C", "C", "N", "C", "O", "C", "H", "H", "H", "H", "H", "H", "H"], "xyz": [[-2.179, 0.555, -0.781], [-0.151, -0.138, 0.515], [0.803, 0.863, 0.318], [1.990, 0.283, 0.510], [1.816, -1.168, 0.390], [2.701, -1.942, 0.648], [0.356, -1.358, 0.262], [-2.763, 0.619, -1.697], [-2.301, 1.443, -0.156], [-2.467, -0.324, -0.202], [0.675, 1.877, -0.057], [2.889, 0.711, 0.672], [-0.097, -2.322, 0.458], [-1.133, 0.475, -1.097]], "atomic_forces_ev_per_a": [[-0.2, 0.1, -0.2], [0.1, 0.0, 0.0], [0.0, 0.2, 0.3], [0.3, -0.3, -0.2], [0.2, 0.1, 0.3], [-0.1, 0.1, -0.2], [0.2, -0.2, 0.5], [-0.2, 0.1, 0.0], [-0.1, -0.1, -0.2], [0.0, 0.2, -0.2], [0.0, -0.3, 0.2], [0.0, 0.0, -0.2], [0.2, 0.1, 0.0], [-0.4, 0.1, -0.1]], "mulliken_charge": [-1.0217, -0.4229, -0.0983, -0.0299, 0.1660, -0.5429, -0.1747, 0.3603, 0.2735, 0.2532, 0.4215, 0.2008, 0.3733, 0.2421], "smiles": "O=C1C=C=CN1.C", "spin_multiplicity": 1, "fmax_ev_per_a": 0.6, "orbital_gap_ev": [7.52, 7.89]}



The energy relative to the best compared isomer or geometry (same formula, charge and spin) results, record by record, are as follows: 6.315 4.973 1.212 2.030 1.573 4.209 eV.